[1]
# CH3CsMgO

A structure of composition CH3CsMgO (wB97M-V/def2-TZVPD, the OMol25 dataset).

Results
M, g/mol: 188.24
LUMO level (spin up / spin down), eV: -3.08 / -5.09
Gap between HOMO and LUMO (spin up / spin down), eV: 7.53 / 5.67

Structure (ORCA input):
```
! wB97M-V def2-TZVPD RIJCOSX def2/J DEFGRID3
* xyz 1 2
O 0.892 -0.233 1.935
C 0.789 -0.009 3.122
H 0.061 0.728 3.510
H 1.415 -0.550 3.855
Cs -0.454 0.458 -1.474
Mg -1.780 -0.984 -6.639
H -0.923 0.591 -4.309
*
```

Löwdin atomic charge list, values in e, 5 entries: number 1, O, carries -0.065; number 2, C, carries -0.103; number 3, H, carries 0.089; number 4, H, carries 0.094; number 5, Cs, carries 0.696

=====

[2]
# C29H48BrNOP2Pb

A structure of composition C29H48BrNOP2Pb (wB97M-V/def2-TZVPD, the OMol25 dataset).

Results
M, g/mol: 775.76
LUMO level (spin up / spin down), eV: -14.66 / -13.96
Gap between HOMO and LUMO (spin up / spin down), eV: 4.58 / 4.61

Structure (ORCA input):
```
! wB97M-V def2-TZVPD RIJCOSX def2/J DEFGRID3
* xyz 4 1
C -0.927 -1.813 4.463
C -1.401 -2.846 3.630
C -2.787 -3.047 3.538
C -3.645 -2.184 4.234
N -3.168 -1.219 5.025
C -1.851 -0.996 5.121
C -0.477 -3.675 2.901
C 0.432 -4.118 2.195
C 1.306 -3.891 1.044
C 0.820 -2.989 0.053
C 1.572 -2.909 -1.161
C 2.931 -3.103 -0.966
C 3.495 -3.883 0.002
C 2.595 -4.460 0.937
Pb 2.287 -0.408 -0.993
P -1.139 1.311 0.597
H -3.203 -3.890 2.993
H 0.134 -1.688 4.661
H -4.743 -2.266 4.151
H -1.535 -0.143 5.743
H 2.878 -5.303 1.604
H -0.173 -2.509 0.174
H 4.569 -4.107 0.039
H 1.159 -2.642 -2.134
C -1.822 2.807 -0.244
C -3.245 3.297 0.049
H -1.762 2.567 -1.321
H -1.110 3.632 -0.064
H -3.466 4.188 -0.562
H -3.996 2.536 -0.197
H -3.391 3.612 1.092
C -2.602 0.167 0.951
C -3.661 0.607 1.926
H -2.130 -0.761 1.303
H -3.045 -0.053 -0.027
H -4.477 -0.122 1.937
H -3.285 0.655 2.948
H -4.112 1.570 1.689
C -0.712 1.898 2.305
C -1.549 3.014 2.916
H 0.340 2.227 2.229
H -0.718 1.015 2.965
H -1.138 3.290 3.895
H -1.538 3.911 2.290
H -2.591 2.726 3.093
Br 4.323 -1.636 -2.146
P -1.402 -0.955 -2.638
C -3.119 -0.357 -2.766
C -3.721 -0.270 -4.162
H -3.086 0.658 -2.329
H -3.750 -0.973 -2.108
H -4.740 0.134 -4.103
H -3.136 0.378 -4.821
H -3.810 -1.247 -4.650
C -0.607 -0.616 -4.264
C -0.641 -1.703 -5.333
H 0.448 -0.413 -4.001
H -1.025 0.323 -4.659
H -0.064 -1.370 -6.205
H -0.199 -2.645 -4.989
H -1.649 -1.924 -5.703
C -1.510 -2.793 -2.516
C -2.672 -3.468 -3.223
H -1.573 -2.963 -1.430
H -0.572 -3.250 -2.864
H -2.630 -4.544 -3.017
H -3.658 -3.089 -2.929
H -2.584 -3.386 -4.309
C 4.766 1.711 -1.802
C 4.554 1.589 -0.285
O 3.154 1.868 0.099
C 2.882 3.301 0.257
C 3.132 3.810 1.655
H 4.132 1.025 -2.394
H 5.816 1.470 -2.014
H 4.517 2.723 -2.158
H 4.779 0.586 0.140
H 5.189 2.327 0.235
H 3.558 3.838 -0.432
H 1.837 3.474 -0.055
H 4.106 3.525 2.054
H 3.079 4.900 1.595
H 2.381 3.462 2.359
*
```

Löwdin atomic charge list, values in e, 5 entries: number 1, C, carries 0.047; number 2, C, carries -0.179; number 3, C, carries 0.055; number 4, C, carries -0.004; number 5, N, carries 0.310

=====

[3]
# C11H24N3O

A cluster of 2 separate species, C11H24N3O in total (wB97M-V/def2-TZVPD, the OMol25 dataset).

Results
M, g/mol: 214.33
LUMO level (spin up / spin down), eV: 3.45 / 3.45
Gap between HOMO and LUMO (spin up / spin down), eV: 5.53 / 5.52

Structure (ORCA input):
```
! wB97M-V def2-TZVPD RIJCOSX def2/J DEFGRID3
* xyz -1 1
C 0.478 0.825 1.696
C -1.794 0.098 1.015
C 0.585 0.598 0.177
C -0.933 0.337 2.270
C -1.125 -0.886 0.031
C -1.745 -0.807 -1.351
C -1.209 -2.292 0.663
C -0.774 1.469 4.418
C 2.186 -0.754 -4.012
C 2.687 1.475 -3.104
C -1.569 1.376 3.130
N 0.339 -0.713 -0.135
N 1.651 0.387 -3.348
N 1.149 -1.529 -0.806
O 0.638 -2.610 -1.386
H 1.256 0.419 2.350
H 0.522 1.890 1.748
H -2.689 -0.274 1.296
H -1.863 0.955 0.457
H 1.504 0.959 -0.173
H 1.334 -0.045 -2.471
H -0.903 -0.659 2.627
H -2.813 -1.033 -1.592
H -1.306 -1.515 -2.125
H -1.563 0.258 -1.907
H -0.837 -2.960 -0.037
H -2.245 -2.727 0.745
H -0.669 -2.357 1.496
H -0.324 0.503 4.595
H -1.406 1.713 5.191
H 0.047 2.352 4.185
H 2.038 -0.671 -5.022
H 3.215 -0.892 -3.855
H 1.777 -1.729 -3.506
H 2.536 2.070 -4.067
H 2.454 2.179 -2.291
H 3.728 1.168 -2.939
H -1.676 2.326 2.612
H -2.680 1.099 3.424
*
```

Löwdin atomic charge list, values in e, 5 entries: number 1, C, carries -0.158; number 2, C, carries -0.133; number 3, C, carries -0.198; number 4, C, carries -0.323; number 5, C, carries -0.470

=====

[4]
# C23H16O5ReSb

A structure of composition C23H16O5ReSb (wB97M-V/def2-TZVPD, the OMol25 dataset).

Results
M, g/mol: 680.34
LUMO level (spin up / spin down), eV: -9.63 / -14.47
Gap between HOMO and LUMO (spin up / spin down), eV: 8.63 / 2.52

Structure (ORCA input):
```
! wB97M-V def2-TZVPD RIJCOSX def2/J DEFGRID3
* xyz 3 4
O -1.526 -4.911 2.840
C -1.302 -4.016 2.157
Re -0.953 -2.589 1.030
O 0.289 -1.017 3.265
C -0.187 -1.619 2.407
C -1.828 -3.685 -0.570
O -1.855 -3.333 -1.721
C -2.692 -1.988 1.248
O -3.770 -1.624 1.410
C 0.589 -3.429 0.439
O 1.551 -3.960 0.099
H -2.292 -4.659 -0.286
C 2.578 2.966 2.653
C 1.293 2.582 3.035
C 0.552 1.728 2.216
C 1.082 1.255 1.005
C 2.372 1.649 0.622
C 3.117 2.502 1.447
Sb -0.128 -0.152 -0.122
C -1.895 1.096 -0.285
C -3.096 0.588 -0.793
C -4.226 1.412 -0.886
C -4.156 2.752 -0.488
C -2.956 3.270 -0.003
C -1.834 2.448 0.099
C 1.374 -0.657 -1.566
C 1.203 -0.257 -2.895
C 2.198 -0.520 -3.841
C 3.369 -1.181 -3.457
C 3.544 -1.578 -2.129
C 2.548 -1.312 -1.184
H 3.157 3.619 3.293
H 0.873 2.934 3.969
H -0.439 1.425 2.530
H 2.811 1.290 -0.296
H 4.117 2.797 1.160
H -3.159 -0.444 -1.106
H -5.157 1.015 -1.266
H -5.026 3.391 -0.562
H -2.892 4.310 0.295
H -0.921 2.887 0.463
H 0.303 0.269 -3.192
H 2.068 -0.202 -4.867
H 4.145 -1.377 -4.187
H 4.454 -2.081 -1.829
H 2.700 -1.600 -0.151
*
```

Löwdin atomic charge list, values in e, 5 entries: number 1, O, carries 0.227; number 2, C, carries -0.275; number 3, Re, carries 0.797; number 4, O, carries 0.151; number 5, C, carries -0.390